# 1
Below is a molecular structure, C29H36IrN10OPS2 in a non-equilibrium geometry, with properties calculated with ωB97M-V/def2-TZVPD.

CARTESIAN COORDINATES (ANGSTROEM)
Ir -0.584 -0.454 0.321
N 0.314 2.030 4.018
C 0.329 1.341 2.875
S -1.137 1.373 1.915
N 1.412 0.709 2.517
N 1.398 -0.036 1.430
C 2.496 -0.554 0.960
C 3.809 -0.406 1.591
C 4.907 -0.016 0.820
C 6.167 0.022 1.384
C 6.343 -0.349 2.709
C 5.251 -0.713 3.483
C 3.981 -0.721 2.940
C 2.382 -1.296 -0.288
C 3.421 -2.087 -0.785
C 3.281 -2.700 -2.014
C 2.106 -2.505 -2.727
C 1.100 -1.747 -2.147
N 1.220 -1.176 -0.957
H -0.509 2.548 4.277
H 1.154 2.118 4.569
H 4.751 0.286 -0.206
H 7.013 0.338 0.792
H 7.333 -0.366 3.134
H 5.395 -0.991 4.515
H 3.126 -1.009 3.534
H 4.326 -2.205 -0.214
H 4.069 -3.319 -2.408
H 1.963 -2.941 -3.702
H 0.158 -1.602 -2.656
N -2.434 -3.954 2.131
C -1.995 -3.515 3.358
C -2.268 -3.917 4.660
C -1.645 -3.215 5.673
C -0.753 -2.170 5.403
C -0.488 -1.762 4.115
C -1.147 -2.418 3.080
N -1.130 -2.202 1.723
C -1.905 -3.137 1.195
C -2.167 -3.181 -0.222
C -2.640 -4.210 -0.994
S -2.820 -3.708 -2.617
C -2.262 -2.148 -2.165
N -1.951 -2.022 -0.915
H -3.063 -4.722 1.955
H -2.947 -4.730 4.869
H -1.847 -3.474 6.699
H -0.266 -1.671 6.226
H 0.200 -0.964 3.908
H -2.878 -5.216 -0.716
H -2.223 -1.337 -2.869
C -3.854 1.371 -1.452
N -3.054 2.150 -2.370
C -3.736 3.235 -3.044
P -1.399 2.230 -2.221
O -0.874 1.118 -1.381
N -0.778 2.259 -3.780
C 0.657 2.036 -3.868
C -1.503 1.570 -4.832
N -1.067 3.761 -1.606
C -0.179 4.741 -2.174
C -1.594 4.050 -0.292
H -4.524 0.706 -2.004
H -4.467 2.016 -0.813
H -3.195 0.767 -0.825
H -4.526 2.838 -3.683
H -3.026 3.787 -3.655
H -4.194 3.930 -2.336
H 1.153 2.475 -3.006
H 1.036 2.504 -4.779
H 0.906 0.969 -3.901
H -2.566 1.775 -4.757
H -1.353 0.485 -4.800
H -1.145 1.932 -5.796
H -0.087 4.576 -3.245
H 0.817 4.698 -1.722
H -0.579 5.743 -2.006
H -2.458 3.417 -0.092
H -1.903 5.096 -0.234
H -0.858 3.867 0.496

Properties
Lowest unoccupied orbital energy (alpha / beta) (eV): -5.8 / -7.7
Total charge: +2
HOMO-LUMO gap (alpha / beta) (hartree): 0.274 / 0.200
⟨S²⟩: 6.021
Spin multiplicity: 5
HOMO level (alpha / beta) (eV): -13.21 / -13.20


# 2
Below is C20H24N2O6S in the gas phase, with properties calculated with ωB97M-V/def2-TZVPD.

CARTESIAN COORDINATES (ANGSTROEM)
C -4.085 -1.828 0.535
C -3.404 -3.162 0.804
O -1.990 -2.997 0.867
C -1.322 -3.019 -0.290
O -1.817 -3.304 -1.353
C 0.112 -2.684 -0.106
C 0.940 -2.642 -1.223
C 2.258 -2.246 -1.114
C 2.758 -1.872 0.129
N 4.022 -1.282 0.286
C 4.688 -0.586 -0.683
O 4.738 -0.884 -1.851
C 5.352 0.693 -0.141
O 4.593 1.290 0.897
C 3.235 1.356 0.737
C 2.587 1.281 -0.495
C 1.210 1.154 -0.534
C 0.485 1.137 0.639
S -1.268 0.826 0.564
O -1.524 -0.054 -0.538
O -1.731 0.464 1.875
N -1.858 2.349 0.217
C -2.519 2.573 -1.058
C -2.363 4.037 -1.459
C -3.986 2.151 -1.009
C 1.108 1.314 1.860
C 2.483 1.426 1.912
C 1.948 -1.966 1.260
C 0.633 -2.363 1.144
H -3.777 -1.459 -0.440
H -5.165 -1.949 0.556
H -3.779 -1.104 1.287
H -3.690 -3.564 1.779
H -3.645 -3.883 0.015
H 0.523 -2.908 -2.182
H 2.891 -2.189 -1.984
H 4.201 -0.979 1.237
H 6.324 0.464 0.304
H 5.507 1.380 -0.981
H 3.144 1.276 -1.418
H 0.694 1.027 -1.472
H -2.364 2.725 1.004
H -1.989 1.933 -1.769
H -2.769 4.195 -2.454
H -1.313 4.317 -1.456
H -2.895 4.678 -0.759
H -4.528 2.748 -0.278
H -4.451 2.283 -1.982
H -4.053 1.103 -0.727
H 0.509 1.312 2.756
H 3.002 1.525 2.852
H 2.346 -1.691 2.227
H -0.005 -2.400 2.012

Properties
Lowest unoccupied orbital energy (eV): 0.5
HOMO-LUMO gap (hartree): 0.338
Energy relative to the best compared isomer or geometry (same formula, charge and spin) (kcal/mol): 14.66
HOMO level (eV): -8.67
SMILES: CCOC(=O)c1ccc(NC(=O)COc2ccc(S(=O)(=O)NC(C)C)cc2)cc1


# 3
Below is 2 unconnected molecules or ions with the total composition C27H28F14N3O3S in a non-equilibrium geometry, with properties calculated with ωB97M-V/def2-TZVPD.

CARTESIAN COORDINATES (ANGSTROEM)
N -1.513 6.335 -1.095
C -0.603 5.610 -1.085
C 0.549 4.720 -1.201
C 1.663 5.456 -1.944
F 2.656 4.626 -2.262
F 2.189 6.444 -1.222
C 1.221 6.129 -3.306
F 2.370 6.352 -3.959
F 0.665 7.309 -3.117
C 0.383 5.225 -4.248
F 0.568 5.667 -5.493
F -0.909 5.291 -4.009
F 0.809 3.975 -4.224
C 0.946 4.033 0.135
C 2.344 4.201 0.535
N 3.480 4.439 0.736
C 0.672 2.512 0.068
C 1.489 1.804 -1.055
C 0.589 0.796 -1.742
C 0.004 -0.151 -0.954
C -0.847 -1.059 -1.491
C -1.099 -0.994 -2.824
C -0.512 -0.088 -3.624
C 0.345 0.823 -3.069
S -0.049 4.551 1.611
O 0.517 3.812 2.695
O -1.437 4.246 1.459
C 0.249 6.338 2.039
F 1.097 6.347 3.049
F 0.830 7.018 1.051
C -1.008 7.138 2.507
F -0.513 8.268 3.015
F -1.798 7.482 1.504
C -1.886 6.469 3.632
F -2.992 5.983 3.125
F -1.231 5.572 4.336
F -2.262 7.440 4.471
H 0.210 3.927 -1.869
H -0.383 2.395 -0.162
H 0.909 2.035 1.008
H 1.903 2.483 -1.797
H 2.311 1.278 -0.578
H 0.224 -0.165 0.102
H -1.282 -1.792 -0.831
H -1.799 -1.702 -3.244
H -0.711 -0.024 -4.680
H 0.838 1.576 -3.666
C -2.060 -6.380 2.298
C -1.526 -5.705 1.014
C -1.540 -6.715 -0.134
C -0.452 -7.780 -0.012
C 0.922 -7.137 0.170
C 0.974 -6.112 1.305
N -0.160 -5.143 1.240
O 0.092 -4.271 0.316
C 0.976 -6.836 2.666
C 2.316 -5.384 1.255
C -2.525 -4.588 0.718
H -3.150 -6.370 2.311
H -1.773 -7.425 2.391
H -1.728 -5.848 3.191
H -1.409 -6.190 -1.087
H -2.519 -7.196 -0.182
H -0.666 -8.458 0.818
H -0.447 -8.398 -0.911
H 1.669 -7.913 0.349
H 1.204 -6.653 -0.771
H 0.891 -6.120 3.485
H 1.912 -7.378 2.801
H 0.184 -7.574 2.773
H 2.500 -4.923 0.286
H 3.126 -6.091 1.432
H 2.372 -4.609 2.020
H -2.549 -3.859 1.530
H -3.525 -5.007 0.610
H -2.300 -4.062 -0.209

Properties
Lowest unoccupied orbital energy (alpha / beta) (eV): 0.1 / 0.0
HOMO-LUMO gap (alpha / beta) (hartree): 0.326 / 0.355
⟨S²⟩: 0.754
Spin multiplicity: 2
HOMO level (alpha / beta) (eV): -8.78 / -9.61


# 4
Below is C19H20N2O3 in the gas phase, with properties calculated with ωB97M-V/def2-TZVPD.

CARTESIAN COORDINATES (ANGSTROEM)
C 2.231 2.447 5.400
C 1.783 3.176 4.135
O 2.598 2.891 3.021
C 2.496 1.669 2.405
C 1.525 0.710 2.652
C 1.512 -0.479 1.940
C 2.464 -0.746 0.961
N 2.536 -1.954 0.283
C 1.345 -2.743 0.042
C 0.337 -1.995 -0.794
C -0.909 -1.692 -0.372
C -1.817 -0.935 -1.175
C -3.110 -0.615 -0.765
C -3.956 0.121 -1.581
O -5.197 0.374 -1.081
C -6.101 1.120 -1.859
C -3.501 0.548 -2.833
C -2.223 0.240 -3.252
C -1.369 -0.499 -2.438
N -0.097 -0.820 -2.832
C 0.816 -1.538 -2.099
O 1.930 -1.755 -2.549
C 3.435 0.231 0.716
C 3.454 1.409 1.424
H 2.169 1.369 5.266
H 1.601 2.738 6.236
H 3.263 2.704 5.626
H 1.884 4.256 4.276
H 0.729 2.958 3.915
H 0.758 0.866 3.395
H 0.745 -1.202 2.167
H 3.107 -1.893 -0.552
H 1.663 -3.642 -0.495
H 0.902 -3.046 0.994
H -1.254 -2.031 0.595
H -3.469 -0.940 0.198
H -6.332 0.617 -2.804
H -5.722 2.127 -2.064
H -7.009 1.194 -1.262
H -4.138 1.122 -3.486
H -1.881 0.575 -4.220
H 0.224 -0.498 -3.739
H 4.181 0.049 -0.045
H 4.204 2.160 1.230

Properties
Lowest unoccupied orbital energy (eV): 0.2
HOMO-LUMO gap (hartree): 0.272
Energy relative to the best compared isomer or geometry (same formula, charge and spin) (kcal/mol): 39.81
HOMO level (eV): -7.19
SMILES: CCOc1ccc(NCc2cc3cc(OC)ccc3[nH]c2=O)cc1


# 5
Below is 5 unconnected molecules or ions with the total composition C7H22O5 in a non-equilibrium geometry, with properties calculated with ωB97M-V/def2-TZVPD.

CARTESIAN COORDINATES (ANGSTROEM)
C 0.745 -1.520 0.963
C 1.644 -0.537 1.132
C 2.755 -0.515 2.097
C 1.780 0.591 0.173
C 0.446 1.146 -0.398
C 0.110 0.599 -1.874
C -0.151 1.796 -2.743
O -0.813 2.886 -2.041
H -0.054 -1.656 0.124
H 0.845 -2.328 1.540
H 3.151 0.647 2.423
H 2.493 -1.060 3.088
H 3.636 -0.937 1.735
H 2.375 0.337 -0.750
H 2.308 1.574 0.548
H 0.535 2.298 -0.512
H -0.379 0.884 0.235
H -0.753 -0.049 -1.855
H 0.852 -0.153 -1.972
H -0.735 1.630 -3.703
H 0.673 2.378 -3.121
H -1.640 2.660 -1.701
O -1.143 0.303 2.943
H -1.239 -0.599 2.608
H -0.351 0.637 2.507
O -3.337 0.685 1.373
H -3.007 0.078 2.087
H -2.471 1.248 1.140
O -2.463 -1.903 0.185
H -2.971 -1.027 0.394
H -2.070 -1.730 -0.660
O -0.448 -2.431 -1.914
H -0.357 -3.290 -1.379
H 0.035 -2.642 -2.673

Properties
Lowest unoccupied orbital energy (eV): 0.3
HOMO-LUMO gap (hartree): 0.357
Energy relative to the best compared isomer or geometry (same formula, charge and spin) (kcal/mol): 72.43
HOMO level (eV): -9.46
SMILES: C=C(C)CCCCO.O.O.O.O


# 6
Below is a molecular structure, C6H7NO2 in a non-equilibrium geometry, with properties calculated with ωB97M-V/def2-TZVPD.

CARTESIAN COORDINATES (ANGSTROEM)
C 1.644 0.235 -1.562
C 0.214 0.403 -1.166
C -0.079 -0.036 0.279
C 0.723 -0.701 1.229
C 0.041 -0.686 2.384
C -1.265 -0.144 2.184
H 1.364 0.511 -2.545
H 2.280 1.260 -0.838
H 2.048 -1.004 -1.719
H -2.701 0.636 -2.518
H 1.628 -1.061 1.009
H 0.116 -1.092 3.342
H -1.998 0.069 2.651
N -0.697 0.640 -2.022
O -2.062 0.563 -1.571
O -1.255 0.409 0.861

Properties
Lowest unoccupied orbital energy (eV): 0.7
HOMO-LUMO gap (hartree): 0.330
Energy relative to the best compared isomer or geometry (same formula, charge and spin) (kcal/mol): 161.59
HOMO level (eV): -8.29


# 7
Below is 2 unconnected molecules or ions with the total composition C4H9NO2, with properties calculated with ωB97M-V/def2-TZVPD.

CARTESIAN COORDINATES (ANGSTROEM)
C -0.076 1.166 -1.898
C 0.220 0.102 -0.871
O 0.467 -1.044 -1.199
C 0.259 0.551 0.583
C -0.292 -0.432 1.618
N 0.132 -1.716 1.483
O -1.009 -0.043 2.522
H 0.771 1.861 -1.939
H -0.960 1.748 -1.622
H -0.212 0.708 -2.879
H 1.317 0.731 0.821
H -0.271 1.495 0.726
H -0.319 -2.395 2.079
H 0.477 -2.009 0.577
H -2.601 0.366 0.150
H -2.621 0.071 -0.533

Properties
Lowest unoccupied orbital energy (eV): 0.8
HOMO-LUMO gap (hartree): 0.393
Energy relative to the best compared isomer or geometry (same formula, charge and spin) (kcal/mol): 27.87
HOMO level (eV): -9.86
SMILES: CC(=O)CC(N)=O.[H][H]


# 8
Below is C4H11NO in the gas phase, with properties calculated with ωB97M-V/def2-TZVPD.

CARTESIAN COORDINATES (ANGSTROEM)
C 0.780 1.102 1.806
N 0.853 0.816 0.389
C 0.089 -0.335 -0.058
C -1.432 -0.121 -0.049
C 0.585 -0.697 -1.470
O 0.142 -1.952 -1.918
H 1.118 0.223 2.355
H 1.457 1.926 2.025
H -0.222 1.373 2.169
H 0.583 1.636 -0.146
H 0.337 -1.168 0.610
H -1.769 0.167 0.944
H -1.955 -1.035 -0.323
H -1.707 0.667 -0.751
H 0.287 0.094 -2.174
H 1.674 -0.751 -1.454
H -0.821 -1.945 -1.957

Properties
Lowest unoccupied orbital energy (eV): 0.9
HOMO-LUMO gap (hartree): 0.359
Energy relative to the best compared isomer or geometry (same formula, charge and spin) (kcal/mol): 23.67
HOMO level (eV): -8.83
SMILES: CN[C@@H](C)CO


# 9
Below is a molecular structure, C8H19AgO12 in a non-equilibrium geometry, with properties calculated with ωB97M-V/def2-TZVPD.

CARTESIAN COORDINATES (ANGSTROEM)
Ag 0.149 2.962 -2.397
C -0.648 -1.201 -1.512
C -0.499 0.256 -1.862
O -1.205 0.959 -2.558
O 0.524 0.809 -1.350
H 0.234 -1.786 -1.774
H -1.474 -1.672 -2.047
H -0.832 -1.282 -0.441
C 0.586 -0.068 4.451
C 1.701 0.475 3.820
C 2.058 0.226 2.421
O 2.928 0.938 1.896
C 1.260 -0.936 1.942
C 0.178 -1.498 2.512
C -0.332 -1.035 3.839
O -1.374 -1.435 4.393
O -0.531 -2.500 1.902
O 2.710 1.103 4.514
H 0.572 0.089 5.520
H 1.545 -1.370 0.995
H -1.165 -2.885 2.512
H 3.432 1.246 3.897
O -2.336 -4.009 -3.058
H -1.429 -4.018 -3.363
H -2.490 -3.104 -2.787
O -0.370 2.062 1.190
H -0.194 1.189 0.839
H -0.935 2.474 0.536
O 1.717 3.319 -0.738
H 2.549 2.854 -0.652
H 1.500 3.590 0.154
O -3.447 1.886 -1.324
H -3.011 1.346 -1.983
H -2.909 2.675 -1.266
O -2.296 -0.289 -4.925
H -2.411 0.447 -5.527
H -2.066 0.118 -4.090
O 3.084 -0.429 -1.310
H 2.180 -0.134 -1.200
H 3.047 -1.375 -1.168

Properties
Lowest unoccupied orbital energy (alpha / beta) (eV): -1.4 / -3.7
HOMO-LUMO gap (alpha / beta) (hartree): 0.236 / 0.226
⟨S²⟩: 2.026
Spin multiplicity: 3
HOMO level (alpha / beta) (eV): -7.80 / -9.86


# 10
Below is a molecular structure, C24H23F6N8O9RuS5 in a non-equilibrium geometry, with properties calculated with ωB97M-V/def2-TZVPD.

CARTESIAN COORDINATES (ANGSTROEM)
Ru -1.113 0.617 -0.596
N -1.138 2.451 2.652
C -1.723 3.043 1.610
N -1.788 2.593 0.364
C -2.551 3.441 -0.422
C -3.064 4.515 0.194
S -2.589 4.530 1.848
C -2.691 3.091 -1.816
C -3.168 3.855 -2.813
S -3.106 2.991 -4.305
C -2.436 1.619 -3.487
N -2.262 1.827 -2.187
N -2.120 0.497 -4.136
H -0.660 1.570 2.521
H -0.910 2.991 3.467
H -3.684 5.293 -0.222
H -3.549 4.863 -2.777
H -2.451 0.377 -5.077
H -2.060 -0.331 -3.521
C 0.787 -6.447 4.086
C 0.340 -5.131 3.507
C 1.235 -4.290 2.854
C 0.810 -3.105 2.281
C -0.526 -2.740 2.396
C -1.441 -3.557 3.057
C -0.998 -4.744 3.609
S -1.125 -1.360 1.506
O -0.544 -0.088 1.894
O -2.575 -1.424 1.647
N -0.667 -1.547 -0.024
C -1.309 -2.681 -0.705
C -2.100 -2.224 -1.916
O -2.465 -3.050 -2.731
O -2.296 -0.941 -1.970
H 1.809 -6.684 3.795
H 0.134 -7.254 3.753
H 0.740 -6.418 5.177
H 2.283 -4.557 2.794
H 1.505 -2.452 1.769
H -2.479 -3.260 3.118
H -1.702 -5.392 4.120
H -2.004 -3.217 -0.058
H -0.567 -3.381 -1.091
O -3.522 0.470 -0.001
H -3.379 -0.191 0.710
H -3.751 -0.045 -0.789
F 4.232 2.723 0.824
C 3.581 1.782 0.169
F 3.115 2.322 -0.972
F 4.406 0.800 -0.180
S 2.109 1.119 1.154
O 1.116 1.124 0.083
O 1.911 2.035 2.241
N 2.489 -0.349 1.578
S 3.574 -0.440 2.769
O 3.904 -1.811 3.002
O 4.628 0.521 2.605
C 2.728 0.087 4.360
F 1.400 -0.033 4.288
F 3.161 -0.728 5.326
F 3.042 1.325 4.705
N 1.942 -0.190 -3.285
C 0.989 -0.363 -2.356
N 0.234 0.703 -2.228
C 0.741 1.663 -3.101
C 0.355 2.979 -3.350
C 1.035 3.665 -4.334
C 2.092 3.074 -5.045
C 2.506 1.787 -4.777
C 1.812 1.098 -3.788
H 2.650 -0.860 -3.531
H 0.870 -1.270 -1.782
H -0.431 3.448 -2.773
H 0.749 4.683 -4.565
H 2.594 3.645 -5.814
H 3.334 1.335 -5.308

Properties
Lowest unoccupied orbital energy (alpha / beta) (eV): -1.8 / -1.2
HOMO-LUMO gap (alpha / beta) (hartree): 0.244 / 0.269
⟨S²⟩: 1.128
Spin multiplicity: 2
Energy relative to the best compared isomer or geometry (same formula, charge and spin) (kcal/mol): 96.58
HOMO level (alpha / beta) (eV): -8.47 / -8.47


Number 1: energy -2991.07920 Eh. Number 2: energy -1735.68788 Eh. Number 3: energy -3231.80423 Eh. Number 4: energy -1071.26447 Eh. Number 5: energy -655.97799 Eh. Number 6: energy -437.81028 Eh. Number 7: energy -363.04113 Eh. Number 8: energy -288.97929 Eh. Number 9: energy -1365.96972 Eh. Number 10: energy -4728.61487 Eh.